C10H18Si | the ωB97M-V functional and the def2-TZVPD basis

Computed properties:
Multiplicity = 1
Energy above the lowest of the compared OMol25 structures with the same formula, charge and spin = 665.9 kJ/mol
Orbital gap (spin up / spin down) = 7.77 / 7.78 eV
DFT total energy = -18532.850 eV
F_max = 3.48 eV Å⁻¹

Each line ends with the Löwdin charge.
Atoms and positions in Å:
C  2.49950  1.30154  -0.09348  0.0614
C  -0.47902  -0.75768  -0.18623  -0.3436
C  4.35199  -0.42389  -0.10948  -0.0663
C  3.61270  0.76753  -0.06743  -0.2162
C  0.81085  -0.73659  -0.35256  -0.0664
C  -1.16925  -1.98216  -0.63530  -0.1248
C  1.81861  -1.59908  -0.59011  -0.1377
C  -1.86221  1.87182  -1.27883  -0.1511
C  -0.65328  1.65910  1.63591  -0.2084
C  -3.15801  0.01331  1.11641  -0.1891
Si  -1.58755  0.74315  0.29357  0.5979
H  4.77915  -0.67240  -1.04998  0.0574
H  4.74269  -0.83670  0.75711  0.0394
H  1.82543  2.13734  -0.12957  0.0254
H  -1.30849  -2.18420  -1.73840  0.1027
H  -2.17788  -1.92374  -0.21658  0.0183
H  -0.70771  -2.98179  -0.26429  0.1131
H  1.59713  -2.44267  -0.04992  0.0707
H  2.98947  -1.31054  -0.29779  0.0737
H  2.06454  -1.88674  -1.60183  0.1113
H  -1.71965  2.89876  -1.13397  -0.0054
H  -1.08176  1.57016  -1.91799  -0.0045
H  -2.88230  1.61469  -1.70627  0.0488
H  -1.44073  1.70516  2.41647  0.0134
H  0.27086  1.20007  2.04326  0.0350
H  -0.55684  2.77360  1.37012  0.0502
H  -3.32575  -1.06774  0.78717  0.0231
H  -3.29371  -0.05855  2.28027  0.0730
H  -3.95878  0.60824  0.71973  -0.0015

***

C10H18Si | the ωB97M-V functional and the def2-TZVPD basis

Computed properties:
Multiplicity = 1
Energy above the lowest of the compared OMol25 structures with the same formula, charge and spin = 255.5 kJ/mol
Orbital gap = 7.66 eV
DFT total energy = -18537.103 eV
F_max = 0.52 eV Å⁻¹

Each line ends with the Löwdin charge.
Atoms and positions in Å:
C  -0.93931  1.96548  1.77601  -0.2173
C  -1.84783  1.57773  0.71856  -0.1255
C  0.11954  1.27496  2.22651  -0.2963
C  -1.59492  0.77223  -0.31088  -0.1127
C  2.60405  -1.28150  0.00063  -0.1718
C  3.28863  -0.79195  2.36205  -0.1668
C  -2.52953  -1.03249  -1.74961  -0.0783
C  -2.25509  1.29840  -2.63463  -0.0729
C  2.37540  -0.37572  1.20956  -0.6270
C  -2.58418  0.45281  -1.39785  -0.4315
Si  0.54408  -0.51563  1.83451  0.8806
H  -1.17832  2.92320  2.23056  0.0931
H  -2.82449  2.04704  0.77695  0.1107
H  0.67049  1.72838  3.04852  0.0495
H  -0.60994  0.34408  -0.43920  0.0813
H  2.01806  -0.94136  -0.85231  0.0582
H  3.65438  -1.28510  -0.29152  0.0723
H  2.31091  -2.30610  0.22321  0.0613
H  3.11784  -1.83838  2.62541  0.0665
H  3.09547  -0.18580  3.24939  0.0618
H  4.34104  -0.67421  2.09378  0.0766
H  -3.22973  -1.25863  -2.55052  0.0754
H  -1.52928  -1.30281  -2.08273  0.0769
H  -2.77965  -1.64058  -0.88375  0.0786
H  -2.98162  1.11736  -3.42423  0.0756
H  -1.26604  1.04815  -3.00989  0.0794
H  -2.26906  2.35642  -2.38929  0.0759
H  2.64365  0.64867  0.91780  0.0936
H  -3.59078  0.70922  -1.05556  0.1329

***

C10H19BN6OSSbSe4Ti | the ωB97M-V functional and the def2-TZVPD basis

Computed properties:
Multiplicity = 1
Energy above the lowest of the compared OMol25 structures with the same formula, charge and spin = 163.0 kJ/mol
Orbital gap = 5.97 eV
DFT total energy = -324223.751 eV
F_max = 1.04 eV Å⁻¹
Charge = -1

Each line ends with the Löwdin charge.
Atoms and positions in Å:
Ti  0.06779  -0.73907  -0.62346  0.4019
B  2.19225  1.08835  -1.73805  -0.4107
N  2.89098  -0.04769  -0.94335  -0.0744
C  4.14395  -0.27593  -0.54812  -0.0698
C  4.21827  -1.54802  -0.00089  -0.0372
C  2.92503  -2.05610  -0.10158  -0.1166
N  2.13851  -1.15229  -0.68901  -0.0695
N  1.35989  1.97605  -0.76461  -0.0643
C  1.48487  3.20728  -0.27172  -0.0784
C  0.40517  3.46104  0.56361  -0.0756
C  -0.35336  2.28988  0.51517  -0.1478
N  0.22927  1.41233  -0.29195  -0.0710
H  1.33357  0.50671  -2.37641  0.0670
H  2.96641  1.73013  -2.38998  0.0774
H  4.90397  0.47434  -0.69129  0.1223
H  5.07892  -2.04630  0.40851  0.0976
H  2.55551  -3.01655  0.23270  -0.0010
H  2.32574  3.82242  -0.54463  0.1228
H  0.21211  4.35426  1.13285  0.0879
H  -1.27629  2.03495  1.01081  0.1160
Se  -0.09874  -7.69545  -0.61222  -0.3436
Sb  0.73337  -5.48764  -0.25761  0.0436
Se  -1.77645  -0.50303  -2.16720  0.0452
Se  -0.96304  -2.67023  -1.63697  0.0242
Se  2.40308  -5.51846  1.46881  -0.2927
C  -0.58639  -3.01195  2.39415  -0.0688
C  -1.02938  -1.57489  2.17832  -0.4833
C  -2.52202  -1.46244  1.91906  -0.0538
O  -0.33653  -1.01206  1.07599  -0.3397
H  -0.84103  -3.33786  3.40401  0.0864
H  0.49027  -3.12327  2.26657  0.0382
H  -1.08582  -3.67248  1.68247  0.0538
H  -0.75439  -0.96815  3.04827  0.1356
H  -2.75675  -1.95968  0.97601  0.0673
H  -2.83280  -0.41895  1.84880  0.0727
H  -3.08366  -1.94459  2.72158  0.0829
N  -3.93534  2.83037  -1.74853  0.0770
C  -2.77971  3.53120  -1.83901  -1.0118
N  -2.69243  4.59369  -0.98325  0.0639
S  -1.57506  3.12647  -2.89505  0.5938
H  -4.75154  3.22818  -1.31716  0.0958
H  -4.05651  2.06951  -2.39424  0.0771
H  -3.21244  4.54275  -0.12142  0.0915
H  -1.75923  4.96315  -0.90000  0.0681

***

C10H19BaNO14 | the ωB97M-V functional and the def2-TZVPD basis

Computed properties:
Multiplicity = 1
Energy above the lowest of the compared OMol25 structures with the same formula, charge and spin = 135.1 kJ/mol
Orbital gap = 6.11 eV
DFT total energy = -41531.506 eV
F_max = 6.02 eV Å⁻¹
Charge = -2

Each line ends with the Löwdin charge.
Atoms and positions in Å:
Ba  0.63906  12.05646  -7.15720  2.0107
O  -3.86706  12.44374  -6.60387  0.0709
C  -2.59031  12.71821  -6.98476  -0.8954
O  -1.78298  13.04100  -6.08206  -0.1886
O  -2.11941  12.35776  -8.08999  -0.1189
H  -3.45801  12.76450  -5.75512  0.0942
O  4.45674  12.00584  -8.70452  0.0024
C  4.48806  11.33008  -7.49704  -0.8235
O  5.50443  10.67308  -7.17705  -0.0433
O  3.43984  11.30530  -6.82203  -0.1279
H  5.30112  11.65840  -9.02954  0.0980
O  -0.12863  8.30724  -5.68897  0.0396
C  0.97553  8.86737  -5.07210  -0.8463
O  1.16829  10.10619  -5.15616  -0.1981
O  1.82380  8.13245  -4.53680  -0.0534
H  0.19498  7.41030  -5.51170  0.0836
O  2.23809  8.70783  -8.42274  0.0735
C  1.09755  8.91817  -9.11454  -0.8512
O  0.68673  7.96873  -9.81335  -0.0664
O  0.48000  10.01280  -8.99344  -0.2146
H  2.40790  7.78187  -8.62761  0.0984
C  3.82479  14.28683  -13.70599  -0.1334
O  2.73650  13.96513  -12.86690  -0.2001
C  3.05847  13.90791  -11.48038  -0.1890
C  1.85245  13.35326  -10.67126  -0.1381
N  2.07171  13.36126  -9.17167  -0.1847
C  2.20698  14.66269  -8.50376  -0.2087
C  0.87050  15.52170  -8.62895  -0.2020
O  -0.11069  15.20991  -7.64808  -0.2579
C  -1.28644  16.02446  -7.71932  -0.0731
H  4.25892  15.26988  -13.50878  0.0797
H  3.52872  14.21668  -14.75266  0.0790
H  4.60215  13.52096  -13.62404  0.0814
H  3.13543  14.96552  -11.21581  0.1173
H  3.91894  13.24783  -11.35830  0.1239
H  1.59862  12.31772  -10.89297  0.1292
H  0.99380  13.99658  -10.86401  0.0991
H  2.91577  12.80556  -9.26774  0.0469
H  2.98742  15.30328  -8.93089  0.0972
H  2.58720  14.66530  -7.48003  0.1145
H  0.39919  15.33352  -9.59554  0.1031
H  1.23461  16.54811  -8.53042  0.1138
H  -2.10187  15.56146  -7.16637  0.0813
H  -1.50445  15.86580  -8.77876  0.0927
H  -1.10209  17.02900  -7.33686  0.0840

***

C10H19Br2N2O | the ωB97M-V functional and the def2-TZVPD basis

Computed properties:
Multiplicity = 1
Orbital gap = 7.35 eV
DFT total energy = -155784.266 eV
F_max = 0.26 eV Å⁻¹
Charge = +1

Each line ends with the Löwdin charge.
Atoms and positions in Å:
C  -1.40925  -3.15205  0.91672  -0.1226
C  -0.74070  -1.85711  0.46567  -0.2670
C  -1.13169  -1.26446  -0.89830  -0.6002
Br  -2.42787  -2.31970  -1.92116  0.8011
C  0.06832  -0.97671  -1.84894  -0.2895
C  0.66104  -2.26463  -2.29581  0.0223
N  1.85684  -2.43025  -1.87440  0.1056
C  2.43063  -1.27023  -1.16932  -0.6517
Br  3.09680  -1.78458  0.55825  0.8104
C  1.27816  -0.25196  -1.20814  -0.1151
H  -1.07051  -4.01396  0.34043  0.0699
H  -1.16062  -3.33195  1.96162  0.0846
H  -2.49265  -3.09386  0.83768  0.0612
H  -0.95855  -1.08443  1.20658  0.1011
H  0.33981  -2.01330  0.49358  0.0493
H  -1.65248  -0.32027  -0.75898  0.0947
H  -0.33975  -0.42361  -2.69576  0.1540
H  0.15500  -3.03180  -2.86693  0.1403
H  2.39195  -3.28073  -2.02113  0.1836
H  3.29992  -0.94266  -1.73239  0.1059
H  1.04756  0.14337  -0.22252  0.0973
H  1.59214  0.57896  -1.83779  0.1319
C  -0.66593  1.77941  1.77240  -0.3765
O  -1.76841  1.30687  1.96719  0.0175
N  -0.41493  3.04738  1.40264  -0.1937
C  0.92936  3.54160  1.19791  -0.0575
C  -1.54303  3.95667  1.25197  -0.0285
H  0.25973  1.18213  1.89424  0.1258
H  1.15901  4.35566  1.88710  0.0956
H  1.06301  3.90763  0.17780  0.0898
H  1.64147  2.73645  1.37868  0.0790
H  -2.09767  4.03791  2.18615  0.0986
H  -2.22940  3.59731  0.48548  0.0932
H  -1.16730  4.93693  0.96952  0.0897

***

C10H19BrCrF6N2O8S2 | the ωB97M-V functional and the def2-TZVPD basis

Computed properties:
Multiplicity = 5
Energy above the lowest of the compared OMol25 structures with the same formula, charge and spin = 421.9 kJ/mol
Orbital gap (spin up / spin down) = 3.21 / 3.21 eV
DFT total energy = -166471.335 eV
F_max = 6.60 eV Å⁻¹
Charge = -2

Each line ends with the Löwdin charge.
Atoms and positions in Å:
Cr  11.42829  -4.53228  -9.63292  0.4548
C  8.62253  -1.22639  -8.77119  -0.5889
F  9.77751  -0.58099  -8.55744  0.1511
F  7.71826  -0.63882  -8.01050  0.1440
F  8.33846  -1.08375  -10.07528  0.0990
S  8.66972  -3.18812  -8.24454  0.7488
O  9.62187  -3.24560  -7.12401  -0.3013
O  7.33998  -3.61297  -7.80533  -0.3121
N  9.43403  -3.98951  -9.65659  -0.3770
S  8.21486  -4.35532  -10.47083  0.5266
O  7.06180  -3.43673  -10.46809  -0.3285
O  8.52365  -4.55618  -11.86088  -0.3158
C  7.59179  -6.13193  -9.72215  -0.5025
F  8.19016  -7.08672  -10.55384  0.0442
F  7.94958  -6.30263  -8.42069  0.0925
F  6.26799  -6.21365  -9.95937  0.1064
Br  11.47754  -6.51762  -7.85728  -0.2001
O  14.45575  -0.77500  -7.66871  -0.4580
C  14.11857  -0.72528  -9.04627  -0.4756
C  13.17803  -1.88362  -9.54807  -0.3473
O  12.78871  -3.04223  -8.77599  -0.3701
H  15.04188  -0.66436  -9.62236  0.0403
H  13.59492  0.22880  -9.10639  0.0446
H  13.31675  -2.26384  -10.56014  0.0452
H  12.32144  -1.29286  -9.87266  0.0540
C  10.28838  -2.39419  -12.40872  -0.0802
O  11.23050  -3.30646  -11.83393  -0.2541
C  12.17053  -3.94840  -12.73314  -0.1811
C  12.86778  -5.00105  -11.92908  -0.2069
N  12.11646  -6.00503  -11.15194  -0.0792
C  11.00737  -6.42140  -11.98445  -0.2454
C  11.45568  -7.16741  -13.13287  -0.1858
O  12.58472  -8.07808  -12.82229  -0.1945
C  12.22608  -9.38558  -12.47433  -0.1330
H  9.75308  -1.83027  -11.64482  0.0757
H  9.58338  -2.87336  -13.08804  0.0817
H  10.84496  -1.60838  -12.91943  0.0891
H  12.94950  -3.23690  -13.00714  0.1320
H  11.68713  -4.35823  -13.61997  0.1160
H  13.58792  -4.51627  -11.26994  0.1206
H  13.70483  -5.36301  -12.52609  0.1315
H  12.60505  -6.88898  -11.15352  0.1096
H  10.41574  -5.62089  -12.42860  0.1080
H  10.45763  -7.13236  -11.36766  0.1224
H  11.72662  -6.60980  -14.02939  0.1191
H  10.66677  -7.77275  -13.57929  0.1253
H  11.64279  -9.44771  -11.55563  0.0922
H  13.16647  -9.92005  -12.33977  0.0859
H  11.68169  -9.97790  -13.20979  0.0768

***

Which formula does entry 3 have?
C10H19BN6OSSbSe4Ti

***

What is the formula in the fifth record?
C10H19Br2N2O

***

What did the second record say?
C10H18Si | the ωB97M-V functional and the def2-TZVPD basis

Computed properties:
Multiplicity = 1
Energy above the lowest of the compared OMol25 structures with the same formula, charge and spin = 255.5 kJ/mol
Orbital gap = 7.66 eV
DFT total energy = -18537.103 eV
F_max = 0.52 eV Å⁻¹

Each line ends with the Löwdin charge.
Atoms and positions in Å:
C  -0.93931  1.96548  1.77601  -0.2173
C  -1.84783  1.57773  0.71856  -0.1255
C  0.11954  1.27496  2.22651  -0.2963
C  -1.59492  0.77223  -0.31088  -0.1127
C  2.60405  -1.28150  0.00063  -0.1718
C  3.28863  -0.79195  2.36205  -0.1668
C  -2.52953  -1.03249  -1.74961  -0.0783
C  -2.25509  1.29840  -2.63463  -0.0729
C  2.37540  -0.37572  1.20956  -0.6270
C  -2.58418  0.45281  -1.39785  -0.4315
Si  0.54408  -0.51563  1.83451  0.8806
H  -1.17832  2.92320  2.23056  0.0931
H  -2.82449  2.04704  0.77695  0.1107
H  0.67049  1.72838  3.04852  0.0495
H  -0.60994  0.34408  -0.43920  0.0813
H  2.01806  -0.94136  -0.85231  0.0582
H  3.65438  -1.28510  -0.29152  0.0723
H  2.31091  -2.30610  0.22321  0.0613
H  3.11784  -1.83838  2.62541  0.0665
H  3.09547  -0.18580  3.24939  0.0618
H  4.34104  -0.67421  2.09378  0.0766
H  -3.22973  -1.25863  -2.55052  0.0754
H  -1.52928  -1.30281  -2.08273  0.0769
H  -2.77965  -1.64058  -0.88375  0.0786
H  -2.98162  1.11736  -3.42423  0.0756
H  -1.26604  1.04815  -3.00989  0.0794
H  -2.26906  2.35642  -2.38929  0.0759
H  2.64365  0.64867  0.91780  0.0936
H  -3.59078  0.70922  -1.05556  0.1329

***

The highest DFT total energy belongs to which entry?
number 1